(1)
Molecular formula: C22H27N3O5
Method: DFT, ωB97M-V/def2-TZVPD

Geometry as XYZ:
```
57
Properties=species:S:1:pos:R:3:forces:R:3
C -2.29330 -4.95460 4.22942 -0.01 -0.21 0.03
H -2.55738 -5.02468 5.28352 0.02 -0.05 -0.08
H -1.34782 -5.48022 4.05878 -0.04 0.01 -0.01
O -2.17839 -3.58017 3.95588 0.03 0.31 -0.11
C -1.86214 -3.19293 2.68802 0.05 0.08 -0.12
C -1.78614 -1.81592 2.47179 -0.04 -0.11 0.13
C -1.46474 -1.31659 1.22816 -0.06 -0.19 0.01
C -1.21298 -2.17798 0.16179 0.05 -0.13 -0.13
C -1.29733 -3.54297 0.38029 0.05 0.27 -0.09
C -1.61573 -4.05609 1.62747 -0.09 -0.19 0.37
H -1.67106 -5.12587 1.75388 -0.02 -0.09 0.05
H -1.11148 -4.22650 -0.43542 0.01 -0.07 -0.10
C -0.83426 -1.63294 -1.18871 0.14 -0.11 -0.12
N -1.81046 -0.68074 -1.67470 0.02 -0.18 0.54
C -2.09498 -0.52465 -2.97548 -0.47 0.42 -0.09
O -1.71956 -1.25467 -3.86737 0.21 -0.28 -0.36
C -2.96183 0.72523 -3.23693 0.11 -0.36 -0.04
C -2.14189 1.91642 -2.84019 0.13 0.53 0.05
N -2.02521 2.08259 -1.58821 -0.48 -0.31 0.17
N -1.22192 2.98964 -0.99190 0.14 0.53 -0.79
C -0.98812 2.85157 0.34813 0.05 0.35 0.11
O -1.57056 2.04859 1.03751 -0.04 -0.14 0.28
C 0.15083 3.72678 0.84086 -0.09 -0.27 0.06
C 1.41191 3.00557 0.43275 0.22 0.11 -0.03
C 2.29096 3.52950 -0.49830 -0.08 -0.04 0.15
C 3.40446 2.80152 -0.87131 0.07 -0.30 0.07
C 3.66564 1.53571 -0.35607 0.03 0.19 -0.10
C 2.75892 0.98642 0.57371 0.08 -0.21 0.05
C 1.65761 1.73996 0.95317 0.06 -0.03 0.03
H 0.94947 1.33823 1.65981 -0.07 -0.12 0.10
O 2.99782 -0.27422 1.05537 0.21 0.45 -0.40
C 2.12645 -0.80946 2.02348 -0.20 -0.14 0.17
H 1.10967 -0.93392 1.63793 0.08 0.03 0.03
H 2.10222 -0.19299 2.92716 -0.02 0.00 -0.02
H 2.53632 -1.78848 2.26736 -0.08 0.05 0.03
O 4.79922 0.96209 -0.84722 -0.32 0.24 -0.06
C 5.31514 -0.23321 -0.30565 0.29 -0.42 0.10
H 5.49267 -0.14580 0.76836 0.00 -0.02 -0.07
H 6.26463 -0.38765 -0.81843 -0.06 -0.01 0.05
H 4.65630 -1.08286 -0.49458 0.09 0.08 0.03
H 4.10990 3.19785 -1.58415 0.11 0.02 -0.08
H 2.12623 4.50941 -0.92204 -0.03 0.13 -0.03
H 0.08285 3.80266 1.92637 -0.11 0.04 -0.08
H 0.11025 4.72352 0.40232 0.01 0.03 0.00
H -0.64485 3.62511 -1.53913 -0.11 -0.25 0.18
C -1.47706 2.67880 -3.94685 0.08 0.07 0.28
H -0.73755 3.39125 -3.58633 0.05 0.04 -0.07
H -0.98709 1.97329 -4.61589 0.05 -0.01 -0.08
H -2.22876 3.21965 -4.52123 -0.02 0.03 -0.06
H -3.22881 0.75356 -4.29134 0.01 -0.08 0.05
H -3.85747 0.65210 -2.62178 -0.04 0.09 -0.02
H -2.08586 0.06289 -1.04298 0.02 -0.04 -0.15
H -0.76366 -2.43237 -1.92998 0.06 0.09 0.12
H 0.14972 -1.14201 -1.11984 -0.07 -0.11 -0.08
H -1.42341 -0.24550 1.09158 0.02 0.17 0.01
H -1.98620 -1.15370 3.29878 -0.04 0.10 0.12
H -3.08117 -5.42022 3.62836 0.04 0.01 0.01
```
Positions in Å, forces in eV/Å.

The SMILES is COc1ccc(CNC(=O)C/C(C)=N/NC(=O)Cc2ccc(OC)c(OC)c2)cc1. As for the HOMO energy: -8.13 eV. The value obtained for the HOMO-LUMO gap is 8.7 eV.


(2)
Molecular formula: C19H41N3O15P3S4
Method: DFT, ωB97M-V/def2-TZVPD

Geometry as XYZ:
```
85
Properties=species:S:1:pos:R:3:forces:R:3
O 0.86237 0.28110 6.89071 -0.30 -0.32 0.28
P 0.03880 1.49639 6.94007 0.67 -0.48 -0.29
O -1.54046 1.20341 7.02918 0.15 0.37 -0.35
O 0.37717 2.44051 8.18651 -0.35 0.00 -0.18
S 0.32621 2.71640 5.18373 0.97 1.81 -0.09
O -0.81846 3.60277 5.15145 -0.68 -0.73 0.01
O 1.55835 3.39650 5.49673 0.25 -0.43 0.11
N 0.59375 1.80986 3.92069 -0.88 -0.52 0.84
S -0.60200 0.94800 3.28040 -0.35 0.49 -1.87
O -1.87579 1.63103 3.17767 -0.01 0.10 1.09
O -0.13074 0.52026 1.98067 0.43 -0.41 0.22
C -0.92221 -0.53679 4.22983 -0.06 -0.66 0.05
C -0.25617 -1.80806 3.69323 0.52 -0.17 0.20
C 0.87162 -2.32312 4.59269 -0.20 -0.86 -0.36
S 2.43073 -1.40609 4.47771 -0.08 0.91 0.12
C 2.95138 -1.77419 2.82159 -0.58 -0.34 0.23
S 3.05620 -3.27255 2.23753 -0.30 -0.12 -0.23
N 3.26478 -0.63764 2.04164 0.39 -0.29 0.34
C 2.59642 -0.12518 0.95575 0.19 0.07 -0.22
C 3.30599 0.97998 0.61205 -0.27 0.10 -0.41
N 4.39320 1.16093 1.42880 0.13 0.14 -0.19
C 4.33783 0.17793 2.27338 -0.08 -0.09 0.36
H -1.97928 1.83636 6.43035 -0.21 -0.02 0.14
H 0.16243 1.94153 8.98734 0.11 0.16 0.13
H -0.67520 -0.43013 5.28279 0.13 0.29 -0.07
H -2.00250 -0.66793 4.18225 -0.02 0.29 -0.17
H -1.01286 -2.59562 3.64052 0.03 -0.01 0.06
H 0.13453 -1.69840 2.68194 -0.21 0.25 -0.06
H 1.10173 -3.36099 4.34473 -0.03 0.01 0.00
H 0.53451 -2.30988 5.62956 0.42 0.23 0.13
H 1.69897 -0.53552 0.53325 -0.05 -0.12 0.26
H 3.04259 1.64721 -0.19224 0.19 0.13 0.06
H 5.02039 -0.04190 3.07910 0.05 0.13 0.01
O 4.97835 -1.60914 -3.42205 0.28 -0.05 -2.47
P 4.53202 -3.00981 -3.47888 -0.77 -1.58 4.85
O 2.97909 -3.10201 -3.06192 0.21 0.09 -0.71
C 2.03370 -2.17058 -3.58370 -0.35 0.22 -0.03
C 1.51532 -2.59874 -4.94416 0.18 -0.06 -0.06
O 5.19291 -3.73928 -2.20908 0.04 -0.16 -0.40
C 6.22346 -3.11464 -1.43742 0.09 0.18 0.36
C 5.64273 -2.48331 -0.19135 -0.10 -0.05 0.04
O 4.66157 -4.34621 -4.37257 0.60 1.61 -1.47
C 4.71514 -4.30201 -5.80840 -0.07 -0.16 -0.36
C 5.50589 -3.12806 -6.35008 -0.08 0.17 0.11
H 2.46691 -1.16941 -3.63288 0.11 -0.05 0.06
H 1.21185 -2.13581 -2.86905 0.07 -0.08 0.07
H 2.30103 -2.52061 -5.70160 -0.03 0.04 -0.01
H 0.68576 -1.96341 -5.25647 0.01 0.01 0.02
H 1.17821 -3.63560 -4.91815 -0.05 0.02 0.04
H 6.77033 -2.38315 -2.03214 -0.14 0.04 -0.09
H 6.92902 -3.90231 -1.16468 -0.09 -0.09 -0.07
H 4.86093 -1.76353 -0.43847 0.08 0.08 -0.05
H 6.41787 -1.97217 0.38283 0.01 0.01 -0.03
H 5.18479 -3.24394 0.44103 0.07 0.02 -0.04
H 3.69743 -4.30350 -6.20855 -0.02 0.03 0.07
H 5.18170 -5.23527 -6.12316 -0.01 -0.05 0.17
H 5.00659 -2.17962 -6.13522 0.05 -0.03 -0.01
H 5.61542 -3.20940 -7.43160 -0.01 -0.07 -0.01
H 6.49736 -3.08885 -5.89694 0.01 -0.02 -0.04
O -4.96084 4.16902 -1.13844 0.24 -0.12 -2.50
P -5.27185 2.72919 -1.13774 -0.62 -1.50 4.92
O -6.83290 2.53450 -0.74062 0.23 0.08 -0.66
C -7.82696 3.36775 -1.32140 -0.30 0.15 -0.04
C -8.28395 2.84593 -2.67219 0.16 -0.03 -0.05
O -4.57109 2.10624 0.15038 -0.01 -0.05 -0.36
C -3.58071 2.83066 0.91425 0.17 0.11 0.30
C -4.21152 3.45146 2.13793 -0.31 0.05 -0.01
O -5.04609 1.36882 -1.98021 0.44 1.64 -1.58
C -4.97712 1.35789 -3.41409 -0.04 -0.18 -0.33
C -4.25397 2.55676 -3.99471 -0.09 0.17 0.09
H -7.46566 4.39519 -1.40861 0.10 -0.04 0.04
H -8.66755 3.37377 -0.62630 0.06 -0.06 0.06
H -7.48904 2.94783 -3.41616 -0.03 0.03 -0.01
H -9.14973 3.40585 -3.02920 0.00 0.01 0.01
H -8.54668 1.78954 -2.60669 -0.05 0.01 0.03
H -3.08469 3.57871 0.29688 -0.21 0.06 -0.11
H -2.82604 2.11242 1.21847 -0.10 -0.14 -0.06
H -5.04327 4.10369 1.85995 0.09 0.08 -0.08
H -3.47868 4.02911 2.70026 0.06 -0.08 0.00
H -4.61307 2.67473 2.78951 0.11 -0.03 0.03
H -5.98748 1.27540 -3.82590 -0.01 0.03 0.06
H -4.44807 0.44441 -3.68535 -0.01 -0.04 0.17
H -4.81489 3.47971 -3.82421 0.05 -0.03 0.00
H -4.12423 2.43943 -5.07089 0.00 -0.07 0.00
H -3.27360 2.67619 -3.53184 0.01 -0.03 -0.03
```
Positions in Å, forces in eV/Å.

As for the HOMO energy: -6.18 eV. Its total charge is -1. The value obtained for the HOMO-LUMO gap is 7.7 eV.


(3)
Molecular formula: C9H17NOPY
Method: DFT, ωB97M-V/def2-TZVPD

Geometry as XYZ:
```
30
Properties=species:S:1:pos:R:3:forces:R:3
C -0.70444 0.46647 -2.62660 1.16 -0.14 0.76
C -1.06983 1.83028 -2.55441 0.50 0.09 0.56
C -0.03541 2.53624 -1.86695 -0.11 -0.64 -0.15
C 0.99908 1.61049 -1.53680 -0.64 0.01 0.05
C 0.60791 0.33409 -1.98848 -1.29 -0.02 -0.39
Y -1.43825 -2.53097 -0.12032 -1.34 -0.36 -1.06
P -0.03910 -3.12016 -2.21917 0.17 -1.02 -0.40
H -1.24440 -0.33815 -3.12921 0.13 0.31 0.06
H -1.97639 2.27093 -2.96841 0.25 -0.11 0.13
H -0.01115 3.60537 -1.65801 -0.05 -0.27 -0.10
H 1.19536 -0.58246 -1.93786 -0.05 0.28 -0.01
H 1.93711 1.83903 -1.03187 -0.19 0.02 -0.16
H 1.33694 -3.22153 -2.59829 -0.33 0.25 0.05
H -0.55577 -4.03730 -3.21508 0.55 0.05 0.54
H -0.00894 -4.04561 -1.02705 -0.06 -0.12 -0.99
C 0.26443 1.56136 2.69913 0.03 0.18 -0.08
N 0.46139 0.16755 2.27207 -0.12 0.54 0.06
C 1.65476 -0.54313 2.72663 0.52 0.01 0.29
C -0.35805 -0.47386 1.49020 0.24 -2.20 -0.80
C -1.62646 0.07140 0.87879 -0.11 0.93 0.81
O -0.05935 -1.72532 1.20888 0.34 2.46 1.43
H 0.78893 1.69625 3.65015 -0.19 -0.03 -0.21
H -0.79923 1.77138 2.85030 0.31 -0.08 0.02
H 0.66404 2.27521 1.95924 -0.10 -0.40 0.16
H 1.40079 -1.24728 3.53344 0.05 0.24 -0.25
H 2.12395 -1.10971 1.91399 -0.25 0.28 0.16
H 2.35821 0.20700 3.10206 -0.13 -0.25 -0.07
H -1.54263 0.14079 -0.22554 0.16 -0.02 0.03
H -2.52399 -0.51186 1.21593 0.65 0.26 -0.26
H -1.79949 1.10349 1.20326 -0.09 -0.27 -0.18
```
Positions in Å, forces in eV/Å.

As for the HOMO energy (alpha / beta): -5.40 / -5.57 eV. The value obtained for the HOMO-LUMO gap (alpha / beta) is 5.3 / 5.0 eV.


(4)
Molecular formula: C10H31O13P3
Method: DFT, ωB97M-V/def2-TZVPD

Geometry as XYZ:
```
57
Properties=species:S:1:pos:R:3:forces:R:3
C -0.80697 0.66805 1.66120 -1.14 -1.42 0.24
O 0.37079 1.13898 2.21770 0.70 0.77 0.22
H -1.04211 0.91018 0.62478 0.31 0.65 -0.09
H -0.88260 -0.41885 1.69340 0.31 -0.37 0.00
H -1.62853 0.95415 2.31792 0.01 0.52 -0.18
H 1.15131 0.68324 1.89413 -0.17 -0.16 -0.21
C -2.49133 4.57389 10.22469 -0.48 -1.46 0.14
O -1.89994 4.24710 8.92124 1.40 1.82 -0.12
P -1.22021 5.51770 8.18138 -1.68 2.61 -2.27
O -1.88314 6.85388 8.47326 1.67 -2.53 0.08
O 0.38073 5.47266 8.31858 -2.03 -1.64 0.95
C 1.23338 6.46556 7.82414 0.02 1.18 0.42
O -1.39878 5.15054 6.59696 0.24 0.01 0.98
C -1.16146 6.06000 5.48572 -0.12 -0.80 -0.14
H -3.57402 4.62176 10.10808 0.13 0.76 -0.24
H -2.05091 5.40791 10.77106 -0.08 0.10 -0.55
H -2.38782 3.67173 10.82760 0.51 -0.02 -0.03
H 0.71104 7.39963 7.61732 -0.25 0.02 0.05
H 1.71438 6.15930 6.89519 0.31 -0.25 0.33
H 1.86393 6.65905 8.69193 0.75 0.13 -0.66
H -0.53815 6.93885 5.65068 -0.43 0.10 0.73
H -2.13504 6.29766 5.05704 0.13 0.36 0.20
H -0.60932 5.51256 4.72182 -0.09 -0.39 0.12
C 6.24868 -1.55793 -2.41556 0.06 -0.82 1.05
O 4.87568 -1.56664 -2.78968 -1.14 0.05 -0.20
P 3.69609 -1.81813 -1.72596 -0.98 0.25 -1.99
O 4.02757 -1.47521 -0.36520 0.08 0.14 0.94
O 2.41748 -1.01790 -2.39602 0.53 -1.82 0.76
C 2.54225 0.29235 -2.87984 1.97 1.00 -0.61
O 3.27779 -3.34720 -1.94630 -0.18 2.52 4.75
C 3.22280 -3.88813 -3.14371 0.44 -2.13 -4.39
H 6.38189 -2.18092 -1.53111 -0.05 0.27 0.37
H 6.54287 -0.53654 -2.17409 0.31 -0.18 -0.37
H 6.83944 -2.10624 -3.14937 -0.11 0.72 -0.49
H 3.18987 0.86428 -2.21532 -0.23 0.28 0.23
H 1.64662 0.87695 -3.09005 -0.48 -0.81 0.53
H 3.10174 0.25586 -3.81458 -0.05 0.01 -0.25
H 2.46686 -4.65124 -3.32897 -1.01 0.59 0.59
H 4.07545 -4.54932 -3.29831 0.78 0.47 -0.32
H 3.16622 -3.09573 -3.89005 0.00 -0.49 -0.59
C -1.92885 -3.23449 -6.94935 -0.65 -1.32 -0.26
O -1.85588 -4.42907 -6.08301 -0.10 0.98 0.59
P -3.15003 -4.93706 -5.23489 0.78 -1.34 -0.37
O -2.86008 -6.10441 -4.36534 -0.02 1.61 -0.89
O -3.69568 -3.62390 -4.48287 -0.34 -1.70 -1.56
C -2.81797 -2.92398 -3.63404 0.03 1.85 0.19
O -4.21921 -5.30581 -6.39441 0.41 1.62 1.64
C -3.83926 -5.86603 -7.62981 -0.37 -1.09 -0.60
H -2.91639 -2.78298 -6.85450 0.02 0.02 -0.16
H -1.77509 -3.65657 -7.94248 -0.25 0.32 -0.14
H -1.17488 -2.45688 -6.82702 0.24 -0.47 0.84
H -2.46810 -2.02972 -4.14978 0.17 0.02 -0.42
H -1.90990 -3.42204 -3.29427 -0.52 -0.55 0.26
H -3.47348 -2.49164 -2.87807 0.44 -0.53 0.59
H -4.61259 -6.61108 -7.81676 0.01 0.05 -0.30
H -2.89929 -6.41790 -7.63287 0.18 0.26 0.37
H -3.83813 -5.15039 -8.45199 -0.01 0.25 0.22
```
Positions in Å, forces in eV/Å.

The SMILES is COP(=O)(OC)OC.COP(=O)(OC)OC.COP(=O)(OC)OC.CO. As for the HOMO energy: -10.11 eV. The value obtained for the HOMO-LUMO gap is 10.4 eV.


(5)
Molecular formula: ClFHN2O
Method: DFT, ωB97M-V/def2-TZVPD

Geometry as XYZ:
```
6
Properties=species:S:1:pos:R:3:forces:R:3
N -1.66203 -0.45334 -0.26139 0.68 -0.51 -0.56
N 1.10004 0.60936 -0.14144 2.71 1.27 1.09
O -0.50826 -0.53933 0.16639 -2.25 -1.50 0.03
F -2.45573 0.41477 0.77677 -0.66 0.58 0.65
Cl 2.22279 -0.54371 0.58785 -0.39 0.70 -0.57
H 1.30319 0.51226 -1.12818 -0.08 -0.53 -0.63
```
Positions in Å, forces in eV/Å.

As for the expectation value of S²: 2.011. Its spin multiplicity is 3. As for the HOMO energy (alpha / beta): -1.53 / -4.29 eV. Its total charge is -1. The value obtained for the HOMO-LUMO gap (alpha / beta) is 5.3 / 8.0 eV.


(6)
Molecular formula: C26H33N7O3
Method: DFT, ωB97M-V/def2-TZVPD

Geometry as XYZ:
```
69
Properties=species:S:1:pos:R:3:forces:R:3
C -3.21437 -4.42553 0.83843 0.01 0.14 0.15
C -2.67099 -3.18659 1.53735 0.06 -0.17 -0.36
H -2.11186 -3.47924 2.42686 0.05 0.07 0.03
H -3.49197 -2.54062 1.84646 0.05 0.06 0.10
C -1.72910 -2.38045 0.62330 -0.09 -0.42 0.57
C -2.52655 -1.78080 -0.47758 0.18 0.10 -0.77
N -3.78794 -1.41382 -0.42082 0.26 -0.40 0.84
N -4.11905 -0.98408 -1.62888 -0.86 0.34 -0.29
N -3.14231 -1.06559 -2.42923 0.72 0.09 -1.11
N -2.10470 -1.57040 -1.75300 -0.95 -0.29 1.10
C -0.81173 -1.70316 -2.37234 0.53 0.16 -0.24
C -0.12622 -0.37176 -2.38899 -0.59 0.43 -0.50
C -0.55483 0.83605 -2.85722 0.19 -0.66 0.13
C 0.47225 1.76307 -2.55104 0.41 -0.19 0.26
C 1.44577 1.05065 -1.92532 -0.14 0.78 -0.21
O 1.09387 -0.24527 -1.81980 0.00 -0.40 0.08
H 2.39982 1.32972 -1.52423 0.18 -0.05 0.10
H 0.47289 2.81188 -2.76435 0.08 0.24 -0.01
H -1.48517 1.03053 -3.35105 -0.22 -0.02 -0.08
H -0.21281 -2.43159 -1.81992 -0.14 0.03 -0.09
H -0.97981 -2.05856 -3.39399 0.04 -0.02 0.20
N -1.01213 -1.38859 1.42543 0.10 0.03 -0.13
C -1.06281 0.00271 1.04187 -0.38 0.35 0.07
H -1.02807 0.14136 -0.04803 0.13 0.09 0.07
C -2.33095 0.68700 1.59986 0.18 -0.08 -0.07
N -2.57591 2.02919 1.12017 0.02 0.12 0.01
C -1.50608 2.97474 1.37026 -0.21 0.29 -0.09
C -2.02937 4.38093 1.06849 0.30 -0.13 0.29
O -2.46284 4.48760 -0.26636 0.11 0.10 -0.13
C -3.47818 3.54472 -0.53188 -0.13 -0.39 -0.15
C -2.99632 2.11860 -0.26597 -0.15 0.32 -0.06
H -3.81470 1.41810 -0.43903 0.02 -0.01 -0.05
H -2.17395 1.89302 -0.96766 -0.09 -0.04 0.02
H -3.74911 3.67290 -1.58087 -0.05 -0.03 0.05
H -4.35209 3.75166 0.10261 0.03 -0.02 -0.06
H -1.24141 5.12591 1.19583 -0.05 -0.03 0.06
H -2.86282 4.60547 1.75076 0.08 -0.01 -0.02
H -1.21033 2.90855 2.41946 0.06 0.02 0.04
H -0.62275 2.78620 0.73339 0.01 0.01 0.06
H -3.20520 0.08394 1.34862 0.07 0.01 0.12
H -2.25155 0.72844 2.68989 0.00 -0.11 0.03
H -0.18377 0.50285 1.45272 -0.01 0.01 -0.09
C 0.23680 -1.84866 2.00116 -0.01 0.02 -0.01
C 1.47366 -1.56847 1.17847 0.04 0.34 0.38
C 2.29057 -0.52391 1.45261 -0.31 -0.46 -0.07
C 3.44553 -0.23040 0.66832 0.31 -0.18 -0.42
C 4.27779 0.86984 0.90946 0.08 -0.15 -0.21
C 5.38592 1.11323 0.12647 -0.07 0.07 0.09
C 5.67435 0.23352 -0.92484 -0.19 -0.10 0.07
C 4.87694 -0.85624 -1.18550 0.01 0.01 -0.02
C 3.75291 -1.09895 -0.39420 0.11 0.57 0.41
N 2.92770 -2.16353 -0.62564 0.06 -0.39 -0.12
C 1.76344 -2.43843 0.04674 0.37 0.04 -0.21
O 1.06348 -3.37319 -0.32616 -0.16 -0.24 0.04
H 3.13864 -2.77600 -1.40523 -0.15 0.06 0.15
H 5.10901 -1.52523 -2.00126 0.03 -0.07 -0.10
H 6.54125 0.42031 -1.54127 0.09 0.00 -0.09
C 6.28010 2.28826 0.37682 0.04 0.00 -0.03
H 7.29085 1.95173 0.60394 0.09 0.06 0.04
H 6.33253 2.92092 -0.50827 0.04 0.10 -0.01
H 5.91734 2.88434 1.20977 0.02 0.08 0.05
H 4.03335 1.53385 1.72614 -0.02 0.09 0.10
H 2.08144 0.11818 2.29843 -0.09 0.04 0.11
H 0.15316 -2.92575 2.15741 0.02 0.03 0.11
H 0.35181 -1.36490 2.97809 0.12 -0.11 -0.04
H -1.00653 -3.07411 0.16795 -0.16 0.13 0.07
H -2.39913 -5.05816 0.49152 0.06 -0.12 -0.05
H -3.83240 -5.00283 1.52109 -0.08 -0.11 0.00
H -3.82533 -4.14518 -0.01624 -0.08 -0.04 -0.10
```
Positions in Å, forces in eV/Å.

The SMILES is CC[C@@H](c1nnnn1Cc1ccco1)N(CCN1CCOCC1)Cc1cc2cc(C)ccc2[nH]c1=O. As for the HOMO energy: -7.85 eV. The value obtained for the HOMO-LUMO gap is 7.7 eV.